(1)
Entry from the OMol25 dataset: a structure of composition C21H38N10NaS in a non-equilibrium geometry (ωB97M-V/def2-TZVPD).

Structure (XYZ):
```
71
Properties=species:S:1:pos:R:3:nbo_charge:R:1
S 1.024 -1.386 -2.273 -0.2975
Na -0.316 -0.427 0.377 0.8496
N 1.781 -0.384 1.172 -0.6842
N 1.871 1.652 -2.085 -0.1966
N 0.412 -2.642 0.860 -0.6659
N 1.397 3.619 -0.106 -0.4169
N -2.463 -1.117 0.395 -0.6971
N 2.536 0.783 -2.876 -0.4398
N -3.051 1.844 -0.475 -0.3182
N 3.108 -1.184 -3.824 -0.7751
N -3.852 2.767 0.076 -0.3322
N -0.871 0.497 2.306 -0.6688
C -1.929 -0.422 2.714 -0.2297
C -3.736 3.330 -2.027 -0.3402
C 0.904 4.560 0.688 0.0450
C 0.491 5.806 0.245 -0.2433
C -4.284 3.679 -0.819 -0.0381
C 1.508 3.897 -1.405 0.1547
C -1.664 -3.426 -0.210 -0.4141
C 2.346 -1.536 1.874 -0.2314
C 0.194 0.588 3.305 -0.2157
C 0.538 6.062 -1.115 -0.1562
C 2.152 2.882 -2.268 0.2340
C -2.847 -2.501 0.089 -0.2108
C 2.175 0.945 1.633 -0.2488
C -0.686 -3.605 0.954 -0.2175
C 1.373 1.449 2.859 -0.4092
C 1.061 5.096 -1.955 -0.2338
C 2.253 -0.543 -3.007 0.2989
C 3.127 3.356 -3.317 -0.7093
C -2.978 2.177 -1.754 -0.0459
C 1.272 -2.624 2.035 -0.2211
C -2.995 -0.549 1.630 -0.2234
H -4.055 2.738 1.059 0.4081
H -3.820 -1.150 2.028 0.1950
H -2.752 -0.510 -0.364 0.3951
H -1.477 -1.402 2.886 0.1894
H -3.509 -2.529 -0.782 0.1981
H 3.274 1.141 -3.471 0.3731
H 3.911 -0.740 -4.240 0.3940
H -4.939 4.485 -0.537 0.2299
H 1.095 5.256 -3.024 0.2230
H 2.706 -1.235 2.860 0.2045
H 3.225 4.436 -3.306 0.2511
H 3.198 -1.957 1.327 0.1882
H -2.409 -0.107 3.654 0.1822
H -0.182 1.006 4.252 0.1820
H -2.394 1.575 -2.431 0.2156
H -1.112 -3.047 -1.074 0.2071
H 0.134 6.548 0.945 0.2305
H -3.403 -2.925 0.930 0.1876
H 1.995 1.630 0.805 0.2492
H 1.013 2.457 2.636 0.1955
H 0.635 -2.402 2.895 0.1818
H 2.811 3.046 -4.317 0.2345
H 2.039 1.538 3.720 0.2155
H -1.282 1.420 2.190 0.3612
H -3.387 0.446 1.419 0.1988
H -1.202 -3.437 1.904 0.1853
H 0.176 6.998 -1.520 0.2291
H 4.118 2.936 -3.120 0.2322
H 0.537 -0.424 3.515 0.1920
H 0.977 -2.900 0.053 0.3709
H -0.308 -4.636 0.968 0.1825
H 3.246 0.984 1.874 0.1736
H 0.854 4.311 1.743 0.1919
H -3.862 3.836 -2.967 0.2393
H 2.968 -2.165 -3.986 0.4277
H -2.077 -4.400 -0.485 0.2200
H 2.034 -0.461 0.191 0.3802
H 1.754 -3.593 2.229 0.1830
```

- Charge: +1
- Frontier orbital gap: 8.82 eV
- HOMO level: -0.40513 hartree
- Energy above the lowest of the compared OMol25 structures with the same formula, charge and spin: 16.48 kJ/mol

---

(2)
Entry from the OMol25 dataset: the ion C21H38N2O3P with charge +1 (ωB97M-V/def2-TZVPD).

Structure (XYZ):
```
65
Properties=species:S:1:pos:R:3:nbo_charge:R:1
P 2.356 0.196 3.526 1.3127
O -1.089 -4.807 2.056 -0.5419
O -0.970 4.894 -1.012 -0.5386
O -2.714 6.081 -1.791 -0.5648
N 2.357 -0.453 4.939 -1.2869
N 1.441 -0.795 0.943 -0.2960
C 4.214 0.382 -1.000 -0.6065
C -2.469 1.465 -1.326 -0.3807
C -2.302 0.468 -2.476 -0.3953
C 0.523 -3.099 2.149 0.1171
C -1.790 3.793 -0.604 -0.0594
C -1.991 -1.694 -1.165 -0.4095
C -1.742 -5.909 2.673 -0.2521
C 0.795 -1.728 0.196 0.3167
C 1.154 -2.105 2.892 -0.2335
C -0.699 -2.235 -1.807 -0.4024
C 0.561 -1.544 -1.281 -0.4504
C -2.855 -0.916 -2.165 -0.3907
C 0.349 -2.881 0.800 -0.2357
C -0.673 6.158 -3.039 -0.7268
C 3.564 0.434 0.384 -0.4244
C -1.572 5.732 -1.914 0.8014
C 0.022 -4.358 2.790 -0.0999
C -2.237 2.911 -1.767 -0.4437
C 2.011 0.415 0.290 0.0080
C 1.597 -0.975 2.287 -0.0790
C 1.326 1.701 0.777 -0.6503
H -3.183 3.301 -2.143 0.2298
H -1.216 6.012 -3.968 0.2488
H 0.812 -5.118 2.784 0.2066
H 5.222 0.784 -0.957 0.2351
H -0.627 -3.319 -1.748 0.2153
H 1.172 2.384 -0.054 0.2490
H -1.697 -0.984 -0.386 0.1847
H 3.651 0.993 -1.706 0.2064
H 1.807 0.354 -0.765 0.2246
H -2.644 4.149 -0.029 0.2018
H 1.910 2.216 1.536 0.2177
H 3.896 -0.404 0.992 0.2130
H 1.430 -1.961 -1.800 0.2499
H -1.498 2.957 -2.569 0.2036
H -2.580 -2.486 -0.710 0.2264
H -0.434 7.214 -2.930 0.2524
H 0.360 1.472 1.228 0.2246
H -0.155 -3.639 0.224 0.2652
H 1.551 1.335 3.425 -0.0430
H -3.473 1.349 -0.917 0.2108
H -0.724 -2.000 -2.872 0.2265
H 3.845 1.378 0.848 0.2166
H 3.287 -0.547 5.326 0.3988
H 0.254 5.594 -3.035 0.2249
H -2.820 0.873 -3.348 0.2186
H -2.227 -6.491 1.897 0.2056
H -2.899 -1.491 -3.094 0.2076
H 1.310 -2.214 3.956 0.2904
H -1.030 -6.550 3.196 0.1770
H 4.228 -0.632 -1.396 0.2125
H -1.160 3.206 0.064 0.1678
H -1.246 0.422 -2.762 0.1801
H -3.879 -0.838 -1.803 0.2149
H -1.763 1.222 -0.525 0.1706
H -2.488 -5.562 3.389 0.1850
H 0.481 -0.497 -1.549 0.2250
H 3.616 0.531 3.020 -0.0307
H -0.261 -4.145 3.826 0.1985
```

- Structure (SMILES): CC[C@H](C)[n+]1c(CCCCCCCCOC(C)=O)cc(COC)cc1[PH2]=N
- Charge: +1
- Frontier orbital gap: 8.36 eV
- HOMO level: -0.45129 hartree